Entry from OMol25: a molecular structure, C50H77F5N2O9P2PbSi2 at a distorted geometry (ωB97M-V with the def2-TZVPD basis set).

Geometry as XYZ:
```
148
Properties=species:S:1:pos:R:3
Pb -0.36082 -0.16176 0.21474
P 1.34062 1.07316 3.17432
P 3.33093 -0.41610 1.46923
Si -1.56181 3.48384 -0.04699
Si 0.01588 -0.22167 -3.90529
F -5.14243 -1.64769 1.56368
F -6.22565 -0.79552 -0.08633
F -3.46610 -0.70930 -0.44847
F -3.32978 0.58679 1.24570
F -5.95105 0.33803 1.75179
O 0.39506 0.20525 2.44278
O 3.01312 -1.87069 1.93884
O 1.16290 2.54646 2.71822
O 1.08703 1.08994 4.73512
O -0.85768 2.07119 -0.20810
O 1.67362 -3.83663 -0.44449
O 4.89792 -0.44494 1.19718
O -1.81500 -1.78091 1.54970
O 2.51342 0.03219 0.32938
N 0.04052 -5.14117 0.43531
N -0.14495 -2.78983 0.44436
C -4.02639 2.67288 -1.28071
C -1.27422 5.78677 4.05560
C 0.06806 -2.09819 -4.38890
C -0.87982 4.70878 -1.34071
C -0.77722 6.37202 2.90006
C 5.03845 1.61324 -0.17453
C 4.48343 -2.45706 3.81775
C -1.48763 2.21144 -3.99075
C -1.32955 4.38136 1.61787
C 0.49241 4.94937 -1.43280
C 1.67159 0.78824 -3.95015
C 1.67245 1.83200 -2.82780
C 1.80376 3.80124 3.04895
C -0.80730 5.67400 1.69775
C 0.58067 -3.87206 0.11296
C -1.27733 -2.85222 1.18213
C -1.78814 4.49660 4.00044
C -1.71185 5.39781 -2.22438
C 2.92190 -0.07660 -3.76246
C 0.72956 -0.00912 5.62341
C 1.01817 5.82350 -2.37226
C -2.81911 0.15396 -3.72268
C 0.17138 6.48910 -3.24873
C -1.81452 3.80713 2.79748
C -1.19755 6.27721 -3.16778
C -6.23572 3.39345 -0.66340
C -1.58612 0.74270 -4.41660
C -5.67945 4.21816 0.30415
C -5.40405 2.62313 -1.46235
C 1.79808 1.50185 -5.30949
C 2.85892 4.12206 2.00186
C 0.72587 -6.33167 -0.03708
C -4.13643 0.13507 0.31476
C -1.82357 0.67687 -5.93598
C 2.35031 3.82998 4.46466
C -1.20992 -2.80685 -3.92503
C 3.10272 0.61781 2.95920
C 4.87193 -3.43979 1.52162
C -1.82136 -4.15134 1.51010
C 6.46902 1.26716 1.88314
C -5.36485 -0.51207 0.90439
C 5.75912 0.60807 0.70872
C -4.30203 4.25729 0.48082
C -3.44444 3.48279 -0.30216
C 1.80322 -0.06814 6.69798
C 0.54470 -1.35970 4.94753
C 0.19592 -2.26980 -5.91426
C -1.14140 -5.23644 1.09990
C 1.25456 -2.80480 -3.73678
C 3.84625 -2.91269 2.51361
H 0.57782 7.16225 -3.99331
H 2.74312 -0.43437 6.27858
H -0.97037 1.04847 -6.50791
H 0.35230 -2.10763 5.71679
H -2.03608 -0.34275 -6.26090
H 5.68755 -2.72998 1.39799
H 3.12013 -3.69999 2.72539
H 5.75423 2.34050 -0.55667
H 1.97234 0.92201 7.12079
H 1.09458 -1.78150 -6.29923
H 0.99664 2.22445 -5.46642
H 1.78543 0.78991 -6.13904
H -1.10580 -3.88220 -4.10579
H -2.22886 2.80381 2.76146
H 2.58106 2.44269 -2.90900
H 3.15309 3.09958 4.59432
H -2.42223 2.72190 -4.25001
H 6.90642 0.50781 2.53216
H 1.29882 -6.06572 -0.92080
H 2.20467 -2.50922 -4.17511
H 3.79832 0.58219 -3.74262
H 3.68291 1.53330 2.85495
H -1.86342 6.80391 -3.84116
H -3.38302 2.07616 -1.91835
H 3.45890 0.07833 3.83569
H 3.79523 3.59319 2.19650
H 5.27595 -4.38681 1.88170
H 1.41663 -6.72376 0.71307
H -6.31865 4.82893 0.93007
H 0.81803 2.50289 -2.87499
H 0.26307 -3.33696 -6.15744
H -0.43732 6.15497 0.80026
H -0.28900 -1.34841 4.25006
H 3.06105 5.19306 2.01194
H 6.50217 0.07854 0.10903
H 2.74654 4.82255 4.67664
H -2.76411 -4.22810 2.02932
H 7.26759 1.91206 1.51742
H -0.68024 2.74506 -4.49303
H -2.78353 5.23767 -2.17307
H 1.49224 -0.74252 7.49528
H 4.26307 2.13682 0.38618
H -1.27225 6.33785 4.98792
H 2.74734 2.04905 -5.35351
H -0.66574 -1.86487 -6.44652
H 1.55769 3.60676 5.17691
H 3.72208 -2.17980 4.55045
H 1.66978 1.35739 -1.84543
H 1.15536 -3.88474 -3.89518
H -2.66795 0.06578 -2.64862
H -3.88698 4.90214 1.24603
H 1.29924 -2.63392 -2.66525
H -0.21658 0.29656 6.07352
H -1.34973 2.30178 -2.91233
H 4.55819 1.10558 -1.00947
H 5.14680 -1.60888 3.64141
H 2.48827 3.84762 1.01363
H 2.89347 -0.62960 -2.82143
H 1.16232 4.43360 -0.75044
H 3.06476 -0.77596 -4.58648
H -0.00735 -7.09736 -0.28645
H -1.49271 -6.24408 1.28372
H -0.38149 7.38045 2.92939
H -3.67652 0.81558 -3.89422
H 0.99859 4.52559 2.95943
H 5.07431 -3.27374 4.23094
H -2.18328 4.03781 4.89964
H -2.69499 1.29098 -6.19171
H 1.44120 -1.64725 4.39228
H 4.38291 -3.59717 0.56287
H -5.82825 1.96817 -2.21513
H 5.77961 1.87488 2.47166
H -1.39182 -2.66006 -2.85725
H -2.08509 -2.47060 -4.48042
H 2.08828 5.98887 -2.42167
H -3.08966 -0.82450 -4.11466
H -7.31035 3.34897 -0.78759
```

LUMO (spin up / spin down) = 0.2 / -0.3 eV
DFT total energy = -4692.25664 Ha
charge = 0
2S+1 = 1
relative energy (zero: lowest compared OMol25 entry of this formula, charge and spin) = 2.883 eV

Atomic partial charges in e from the Löwdin method, atoms 1 to 6: Pb 1.551; P 0.484; P 0.463; Si 0.427; Si 0.987; F 0.175



Entry from OMol25: a molecular structure, C50H82F6HfN4O18S2 at a distorted geometry (ωB97M-V with the def2-TZVPD basis set).

Geometry as XYZ:
```
163
Properties=species:S:1:pos:R:3
Hf -2.57901 -3.65853 2.78071
S -0.78913 1.35287 0.45004
S -2.82319 0.18278 -0.73139
F 0.30547 3.19108 2.09177
F -4.08088 2.13992 -1.95898
F -1.87598 3.08577 2.28657
F -3.57486 2.75945 0.01445
F -5.13327 1.25441 -0.21398
F -0.52387 1.57316 3.15284
O 0.14426 7.29412 -6.84371
O -0.41179 -2.74327 -10.20681
O 5.03811 1.29471 -6.48104
O -2.07223 0.19235 -1.97412
O 0.52055 0.70555 0.38792
O 5.59517 4.31231 10.15719
O -6.50203 -2.79685 -6.19601
O 3.50088 11.78902 5.26158
O -2.22570 -1.74487 7.47001
O -5.76019 -6.59845 0.51213
O 2.13863 -2.83769 3.89066
O -6.30325 -0.65731 3.59813
O 3.81530 4.61911 8.95634
O 0.41501 10.07570 -1.12347
O 0.17352 -6.23112 -0.92769
O -1.10773 2.34296 -0.55009
O -3.56074 -1.04492 -0.42232
O 4.44612 1.28118 -4.37455
N 4.64406 4.95511 9.79552
N -1.91371 0.18711 0.80664
N 0.74393 -7.01280 -2.02637
N 5.26290 0.95937 -5.29182
C 1.20321 9.18774 -0.75949
C -1.78505 -2.61064 9.66477
C -7.14669 0.13175 3.96009
C 5.32766 6.85689 11.28452
C 6.88466 0.10290 -3.54306
C -0.80815 -8.95057 -2.04258
C -2.28328 -0.09922 9.21255
C -6.79024 1.44597 4.61426
C 1.67835 -4.99841 -3.22216
C 2.75408 9.63017 6.11416
C 8.08805 -0.49899 -3.20447
C 3.79495 10.71877 5.83620
C -0.76736 2.35792 2.11900
C 0.75736 8.16090 0.27380
C 2.69926 7.76921 11.55250
C -0.99322 6.91310 -6.69261
C -6.66496 -2.47298 -7.39462
C 1.93614 -2.30007 -9.90095
C 5.13339 10.46610 6.38244
C -2.11482 7.44758 -7.59981
C 0.43685 -1.95678 -9.83928
C 7.47038 0.06151 -5.90588
C 1.54255 -9.15060 -3.04494
C 8.64698 -0.61530 -5.60154
C 3.85870 -2.01551 5.30655
C -2.11698 -1.52592 8.67316
C 1.36955 -8.54170 -4.43158
C 2.96936 6.59664 10.83124
C -0.60224 -6.15204 -3.97216
C -1.34456 5.84927 -5.70689
C 2.61371 9.10885 -1.19307
C -6.76230 -3.61835 -8.39906
C -6.72992 -7.14118 -1.63462
C 3.38108 -2.83261 4.14049
C 1.71870 -7.11325 -4.38799
C 0.03534 -0.63782 -9.19146
C -4.00025 1.69930 -0.69339
C -8.64267 -0.19619 3.89710
C 8.91032 -0.92828 -4.27657
C 1.29726 -9.00397 -0.61801
C 5.04482 7.97402 11.99811
C -6.80091 -1.03697 -7.84837
C 3.76375 8.46807 12.15299
C 4.36592 -3.59359 3.23983
C 6.57217 0.35346 -4.89700
C 0.67713 -8.49851 -1.92766
C -7.91143 -7.86415 0.48089
C 0.83412 -6.32069 -3.33749
C -6.75349 -7.10041 -0.12480
C 4.29358 6.18734 10.59901
H -6.99673 2.20946 3.86424
H 9.39582 -0.86412 -6.33892
H -1.18345 -7.02249 -4.27650
H -3.20283 0.44845 9.00613
H 6.16300 0.30837 -2.76627
H -7.39922 -6.40099 -2.07308
H -0.90041 -2.28568 10.21242
H 9.84084 -1.42907 -4.05356
H 3.52399 9.32507 12.76491
H 5.04881 -4.05343 3.95419
H 3.93263 -4.47224 2.76199
H 1.66425 8.02340 11.72728
H -2.19473 8.53217 -7.52654
H 4.88776 -3.00983 2.48154
H 3.29585 8.93669 -0.36051
H 0.33581 -8.63545 -4.76433
H -5.74035 -6.86674 -2.00005
H 1.29067 -4.30348 -2.47727
H 4.60025 -1.36213 4.84690
H -3.03553 6.91943 -7.35191
H 5.64384 9.71196 5.78341
H -5.91946 -0.75360 -8.42356
H -0.32305 8.02636 0.22164
H 0.78765 -8.67233 0.28666
H -5.94597 -4.34052 -8.41264
H 2.91190 9.99874 -1.74739
H 1.71265 -4.45425 -4.16599
H -7.72529 -0.90395 -8.41044
H -1.71272 -3.62834 9.28113
H -7.43765 1.55503 5.48435
H -2.20013 -0.15947 10.29771
H 1.27308 7.23909 0.00469
H 2.78386 8.20355 -1.77578
H 1.05187 8.44932 1.28285
H -7.85677 -8.02202 1.55801
H -8.87665 -1.12601 3.37866
H 6.35274 6.51818 11.25468
H -6.85420 -0.42728 -6.94641
H -1.42614 0.49500 8.89589
H 5.88874 8.53966 12.36453
H 2.31906 -8.64244 -0.50258
H -8.88640 -0.45758 4.92684
H 1.23632 -10.08598 -0.50131
H 1.94985 -9.12068 -5.15001
H 8.21518 -0.75677 -2.16342
H -1.18951 -5.54771 -3.28079
H 0.23971 -0.61688 -8.12099
H 2.48356 -1.42691 -10.25595
H 1.58057 -6.75957 -5.40971
H -5.77387 1.57701 4.98564
H -0.86855 -9.99790 -1.74665
H -9.25076 0.61931 3.50557
H -8.83397 -7.29864 0.34964
H -7.03604 -8.08981 -2.07561
H 5.76908 11.35126 6.36041
H 2.39877 9.59501 7.14402
H -6.94711 -3.19450 -9.38612
H 1.83012 9.81930 5.56770
H 3.13238 -1.45682 5.89684
H -0.43766 5.71706 -5.11684
H -7.96561 -8.80295 -0.07032
H 2.00864 -3.16797 -10.55638
H -1.49458 4.92120 -6.25851
H -2.66643 -2.60876 10.30608
H 1.19317 -10.16529 -3.23588
H -1.21039 -8.85154 -3.05079
H 5.11761 10.11536 7.41434
H 0.57164 0.15815 -9.70807
H 2.21670 5.97896 10.36392
H -7.66792 -4.17033 -8.14752
H 3.06788 8.61529 5.86994
H -1.00798 -0.47647 -9.46269
H 2.60740 -9.14010 -2.81241
H -2.18354 6.10174 -5.05846
H 4.38337 -2.66381 6.00836
H 2.30444 -2.62489 -8.92785
H 2.70748 -5.22314 -2.94198
H -1.78085 7.22935 -8.61419
H 7.14495 0.34641 -6.89549
H -0.56900 -5.48850 -4.83629
H -1.48736 -8.46370 -1.34277
H 2.77772 -7.02729 -4.14468
```

LUMO = -10.2 eV
DFT total energy = -4969.85671 Ha
charge = +2
2S+1 = 1
relative energy (zero: lowest compared OMol25 entry of this formula, charge and spin) = 15.576 eV

Atomic partial charges in e from the Löwdin method, atoms 1 to 6: Hf 1.451; S 0.605; S 0.689; F 0.119; F 0.155; F 0.143



Entry from OMol25: 11 unconnected molecules or ions with the total composition C50H83BClNO14S at a distorted geometry (ωB97M-V with the def2-TZVPD basis set).

Geometry as XYZ:
```
151
Properties=species:S:1:pos:R:3
Cl -1.74610 5.86934 2.73394
S -3.20530 2.09477 -1.54736
O 1.49243 -6.70971 4.82803
O 0.11230 -0.08058 -5.09344
O 3.06947 6.72444 1.48044
O 1.08525 -1.45844 -0.61544
O 1.53959 7.19403 6.75239
O 2.59719 -2.73432 -8.98337
O -3.33488 -0.04740 5.36434
O -1.15680 7.90573 -1.14758
O -3.75000 -2.34525 -7.13748
O -1.84631 -0.73453 10.67490
O 4.90703 -4.65575 -12.45113
O 1.18755 7.36883 -1.80023
O -2.43499 -4.43385 6.62200
O 0.54801 -3.38997 0.50620
N -2.46831 4.98315 -0.42632
C 3.31993 -4.73122 -10.05339
C -3.32051 -0.18697 0.75248
C -0.91190 7.86532 0.30153
C -1.11457 2.70449 -3.58934
C 3.99466 -4.12010 -7.64764
C 5.29270 7.33719 2.05895
C 0.97105 6.11837 6.79139
C -0.06522 5.74355 5.76552
C -2.21559 3.06558 3.18437
C -1.90346 3.17520 -2.34734
C 1.27709 5.11050 7.86779
C -1.86634 -1.55059 6.48051
C 3.24269 -3.76482 -8.90320
C -5.92967 -1.75807 -6.39097
C -4.45806 -2.01692 -6.20375
C -1.02334 -1.54197 1.02657
C 1.77333 -0.11174 -6.79580
C -2.61309 1.59938 2.79256
C -1.67691 4.55892 -1.62352
C -4.38505 -2.00254 6.22247
C -0.73487 0.14529 -7.30378
C -1.02159 -5.80690 7.95370
C -2.93702 1.27977 1.31453
C 2.21511 -8.70973 3.76528
C 2.14261 -7.73581 4.91083
C -3.89639 -1.85353 -4.81590
C -1.78512 -5.46225 6.70333
C 3.39300 7.19222 3.78900
C 0.23683 4.98646 -3.50637
C 0.20347 8.90957 0.78841
C 2.90529 -8.07981 6.16263
C -4.15705 -0.55144 10.14784
C 3.84479 7.05336 2.35938
C 4.53412 -3.25379 -14.33467
C -0.57617 5.48556 -2.26137
C 5.78899 -5.49437 -14.49396
C -2.18991 4.20815 2.10571
C -3.20720 -1.10177 5.96623
C -2.87854 2.41903 0.26536
C 1.72413 -2.36092 -1.57220
C -2.77080 1.42574 11.03674
C -0.00207 3.62004 -4.20085
C -2.83091 -0.02121 10.62468
C 2.38705 -1.58204 -2.80840
C -2.51486 3.91573 0.59735
C 5.06206 -4.48426 -13.64659
C 0.36079 -0.02124 -6.28557
C -1.71437 -6.43568 5.55903
C -1.98016 -0.73744 0.01375
C 0.25365 -2.18971 0.27292
B -0.21825 6.96558 -1.70183
H 2.45638 -0.22979 -5.95118
H -1.93068 7.98087 0.80670
H 1.81320 -9.67726 4.07393
H 5.93013 6.64714 2.61598
H -0.74361 -0.70953 -7.98323
H -2.11705 -7.40303 5.86820
H 2.03444 0.80357 -7.33167
H 6.11269 -6.32737 -13.86624
H 3.53771 -1.66476 -2.75823
H 2.15234 -0.46075 -2.84118
H -6.19392 -1.91360 -7.43922
H 1.61888 -8.33269 2.93159
H 5.12203 -5.87846 -15.26879
H -5.28472 -1.55207 5.79607
H 1.04024 5.68795 -3.93804
H 4.35475 -4.84142 -10.37626
H -2.31101 -6.05846 4.72545
H -4.53175 -2.12609 7.29744
H -4.11976 -0.13590 -0.07629
H -0.51089 6.80186 0.52209
H 3.97103 -8.16020 5.93842
H -1.11203 -0.80284 6.22333
H -1.02536 5.56510 6.25483
H 3.81138 -3.53835 -15.10236
H 5.53155 8.36967 2.32282
H -3.45296 1.60353 11.87089
H -0.18237 6.56275 5.05384
H -4.03944 -0.82549 -4.47536
H -2.20702 -1.39709 -0.89430
H 0.79931 9.32455 -0.09364
H -1.16312 -5.01621 8.69408
H 3.25022 -8.81813 3.43451
H 0.04381 -5.88818 7.72736
H 1.65646 4.19017 7.41845
H 0.95053 8.31385 1.44134
H -4.05134 -1.60639 9.88477
H 2.91116 -5.69903 -9.75323
H 2.32843 6.95758 3.85689
H 2.04107 5.51481 8.53549
H -3.46290 5.14118 -0.69131
H -4.38643 -2.55019 -4.13212
H 3.84916 -3.33362 -6.90347
H -3.63182 -0.91335 1.57405
H -0.58584 1.07198 -7.86253
H -4.22090 -2.97201 5.74903
H -1.69886 0.19579 -6.79261
H 2.76204 -7.28925 6.90255
H 2.53402 -9.01930 6.57778
H 2.73215 -4.34692 -10.88889
H 3.54725 8.21808 4.13002
H 5.35927 -2.69434 -14.78056
H -6.50997 -2.45042 -5.77725
H 6.66987 -5.03445 -14.94695
H 3.61634 -5.06056 -7.24143
H -1.39327 -6.74610 8.36916
H -2.82616 -2.07156 -4.83044
H 2.04352 -2.00827 -3.81889
H -1.75537 1.66874 11.35710
H -1.90057 -1.65400 7.56736
H 0.25481 4.85137 5.22247
H 0.60311 3.27320 -5.09805
H 4.03413 -2.61605 -13.60240
H -1.95458 3.23656 4.27651
H 1.87708 -0.97811 -7.45351
H 0.37677 4.90391 8.45046
H -1.59039 -2.49867 6.01917
H 1.65374 6.66688 -1.27587
H -4.48035 -0.00023 9.26179
H -1.37448 0.17425 -0.34775
H 3.94588 6.49574 4.42303
H -1.61121 -2.34483 1.61224
H -1.36561 1.67609 -4.04354
H -2.64916 0.73911 3.54657
H 5.47484 7.19763 0.99116
H 0.89787 -3.03753 -2.01507
H -4.90080 -0.46211 10.94256
H 2.52026 -3.03320 -1.11000
H -6.16301 -0.72596 -6.12061
H -0.67921 -6.54379 5.22790
H 5.06169 -4.20357 -7.86450
H -3.03324 2.06442 10.19054
H -0.56745 -0.77949 1.76899
H -0.18342 9.76390 1.43783
```

SMILES = CCOB(O)c1cccc2c1Nc1c(Cl)ccc(CCCC(=O)OCC)c1S2.CC(C)=O.CC(C)=O.CC(C)=O.CC(C)=O.CC(C)=O.CC(C)=O.CC(C)=O.CC(C)=O.CC(C)=O.CC(C)=O
LUMO = 0.4 eV
DFT total energy = -3946.05166 Ha
charge = 0
2S+1 = 1

Atomic partial charges in e from the Löwdin method, atoms 1 to 6: Cl 0.618; S 0.879; O 0.046; O 0.030; O 0.051; O -0.057